12
Properties=species:S:1:pos:R:3:forces:R:3:lowdin_charge:R:1 method="wB97M-V/def2-TZVPD" relative_energy_kcal_mol=13.1 orbital_gap_ha=0.3437 homo_energy_ev=-8.304 lumo_energy_ev=1.05 smiles="C=CN.N"
C 1.11381 0.54904 -1.00474 -0.441 0.673 -0.517 -0.04
C 0.83721 0.36088 0.28324 0.894 -0.981 -0.270 -0.34
N 0.91729 1.22509 1.34194 -0.430 0.582 0.542 0.04
H 1.12600 1.52680 -1.46406 0.554 0.272 0.178 0.04
H 1.22545 -0.26598 -1.70380 -0.452 -0.218 0.189 0.04
H 0.60025 -0.65626 0.56071 0.131 -0.179 0.391 0.09
H 1.47100 2.06171 1.28289 -0.033 0.018 -0.426 0.09
H 0.99042 0.81797 2.25659 -0.180 -0.170 -0.050 0.08
N -2.17995 -1.49071 -0.13734 -0.092 -0.208 -0.074 0.01
H -1.61278 -0.66148 -0.02005 -0.021 0.103 -0.111 -0.03
H -1.59000 -2.18950 -0.57474 0.051 0.005 0.053 0.00
H -2.89871 -1.27755 -0.82064 0.017 0.102 0.094 0.01